{
  "formula": "C19H14ClNO5",
  "method": "ωB97M-V/def2-TZVPD",
  "e_tot_ha": -1623.457369,
  "largest_force_ha_per_bohr": 0.1363,
  "smiles": "COc1cc2cc(-c3ccoc3)n(Cc3ccc(C(=O)O)o3)c2cc1Cl",
  "homo_energy_ev": -8.12,
  "species": ["O", "Cl", "O", "O", "O", "O", "C", "C", "C", "C", "C", "C", "C", "C", "C", "C", "C", "C", "C", "C", "C", "C", "C", "N", "C", "C", "H", "H", "H", "H", "H", "H", "H", "H", "H", "H", "H", "H", "H", "H"],
  "coordinates": [[-1.804, 5.364, 1.851], [1.763, -3.644, 3.327], [-1.392, 4.857, -0.253], [-0.976, 2.709, -3.838], [-1.527, 2.099, 0.384], [4.133, -3.203, 1.215], [-1.769, 4.534, 0.983], [-2.247, 2.313, -3.471], [-0.045, 1.942, -3.185], [-2.106, 1.365, -2.555], [-2.273, 2.523, 2.504], [-2.322, 1.066, 2.250], [-1.904, 3.095, 1.291], [-0.689, 0.992, -2.412], [1.214, -0.457, -1.654], [-0.091, -0.080, -1.546], [-1.829, 0.893, 0.990], [2.827, -1.861, -0.238], [0.555, -2.277, 1.342], [1.705, -2.858, 1.760], [2.878, -2.656, 0.954], [1.592, -1.271, -0.520], [0.456, -1.479, 0.182], [-0.583, -0.733, -0.424], [4.350, -4.620, 1.249], [-1.791, -0.469, 0.348], [-1.236, 4.038, -0.718], [-3.230, 2.627, -3.871], [1.001, 2.176, -3.274], [-2.926, 0.880, -2.076], [-2.519, 3.090, 3.426], [-2.872, 0.270, 2.913], [1.928, 0.068, -2.367], [3.758, -1.982, -0.796], [-0.265, -2.481, 1.965], [5.229, -5.028, 0.837], [3.501, -5.103, 0.639], [4.173, -5.093, 2.260], [-2.596, -0.388, -0.434], [-2.074, -1.215, 0.961]]
}

***

{
  "formula": "C19H14F6N3O7PbS4",
  "method": "ωB97M-V/def2-TZVPD",
  "e_tot_ha": -3807.850136,
  "largest_force_ha_per_bohr": 0.0441,
  "homo_energy_ev": [-11.34, -11.33],
  "total_charge": 1,
  "species": ["Pb", "O", "N", "C", "C", "C", "C", "C", "S", "H", "H", "H", "H", "S", "C", "N", "C", "C", "C", "C", "H", "H", "H", "H", "H", "F", "C", "F", "F", "S", "O", "O", "N", "S", "O", "O", "C", "F", "F", "F", "O", "C", "O", "C", "C", "C", "C", "C", "C", "H", "H", "H", "H", "H"],
  "coordinates": [[-0.305, -0.866, -1.230], [0.032, -0.605, 1.028], [-0.765, -1.237, 1.887], [-0.932, -0.673, 3.110], [-1.686, -1.289, 4.067], [-2.313, -2.495, 3.765], [-2.185, -3.024, 2.501], [-1.402, -2.383, 1.541], [-1.228, -3.013, -0.057], [-0.427, 0.271, 3.234], [-1.787, -0.827, 5.038], [-2.899, -3.011, 4.516], [-2.685, -3.940, 2.215], [-0.429, -2.418, -3.658], [-0.455, -1.376, -5.041], [-1.227, -0.269, -5.048], [-1.242, 0.628, -6.051], [-0.469, 0.428, -7.159], [0.289, -0.742, -7.233], [0.297, -1.640, -6.186], [-1.874, -0.157, -4.254], [-1.888, 1.485, -5.918], [-0.454, 1.159, -7.953], [0.886, -0.937, -8.116], [0.888, -2.545, -6.212], [-1.344, 4.211, 0.151], [-2.214, 3.445, -0.501], [-3.367, 4.068, -0.588], [-1.725, 3.196, -1.720], [-2.385, 1.842, 0.477], [-1.242, 1.850, 1.330], [-3.707, 1.809, 1.019], [-2.196, 0.634, -0.633], [-3.439, 0.373, -1.647], [-2.878, -0.488, -2.675], [-4.172, 1.530, -2.044], [-4.645, -0.743, -0.730], [-5.786, -0.106, -0.590], [-4.154, -1.073, 0.453], [-4.817, -1.839, -1.457], [2.429, 0.676, 1.092], [1.936, 1.314, 0.162], [1.233, 1.110, -0.851], [2.443, 2.829, 0.383], [3.665, 3.183, -0.158], [4.059, 4.507, -0.007], [3.245, 5.407, 0.676], [2.035, 4.996, 1.225], [1.621, 3.675, 1.103], [4.290, 2.474, -0.688], [5.010, 4.824, -0.419], [3.565, 6.436, 0.788], [1.404, 5.698, 1.756], [0.691, 3.331, 1.536]]
}

***

{
  "formula": "C19H14MoN5O2S2",
  "method": "ωB97M-V/def2-TZVPD",
  "e_tot_ha": -2020.904175,
  "largest_force_ha_per_bohr": 0.0980,
  "homo_energy_ev": [-11.43, -11.43],
  "total_charge": 1,
  "species": ["Mo", "C", "C", "N", "N", "C", "S", "S", "C", "C", "C", "C", "C", "C", "C", "C", "C", "C", "C", "C", "C", "O", "H", "H", "H", "H", "H", "H", "H", "H", "H", "H", "H", "H", "H", "H", "O", "N", "C", "C", "N", "C", "N"],
  "coordinates": [[-1.073, 1.769, 1.782], [-0.043, -0.243, -1.988], [-0.798, 0.598, -1.014], [-0.303, 0.737, 0.203], [0.880, 0.067, 0.437], [1.083, -0.324, 1.649], [-0.081, -0.125, 2.964], [2.511, -1.132, 2.161], [3.397, -1.458, 0.588], [2.905, -2.710, -0.085], [2.902, -3.926, 0.597], [2.435, -5.075, -0.018], [1.968, -5.025, -1.326], [1.981, -3.822, -2.014], [2.447, -2.670, -1.396], [-2.065, 1.205, -1.386], [-2.467, 1.323, -2.726], [-3.679, 1.887, -3.060], [-4.556, 2.328, -2.073], [-4.205, 2.220, -0.741], [-2.973, 1.682, -0.411], [-2.539, 1.654, 0.863], [0.888, 0.259, -2.259], [0.233, -1.184, -1.514], [-0.617, -0.453, -2.883], [3.274, -0.578, -0.038], [4.438, -1.543, 0.897], [3.265, -3.969, 1.617], [2.427, -6.011, 0.524], [1.610, -5.924, -1.809], [1.624, -3.782, -3.035], [2.477, -1.736, -1.946], [-1.806, 1.006, -3.519], [-3.941, 1.990, -4.104], [-5.505, 2.768, -2.345], [-4.855, 2.564, 0.052], [0.376, 2.669, 2.357], [0.829, 3.622, 3.143], [-0.056, 4.091, 4.003], [-1.319, 3.467, 3.928], [-1.965, 2.611, 3.481], [0.316, 5.149, 4.875], [0.580, 6.025, 5.566]]
}

***

Copy entry 3 word for word.
{
  "formula": "C19H14MoN5O2S2",
  "method": "ωB97M-V/def2-TZVPD",
  "e_tot_ha": -2020.904175,
  "largest_force_ha_per_bohr": 0.0980,
  "homo_energy_ev": [-11.43, -11.43],
  "total_charge": 1,
  "species": ["Mo", "C", "C", "N", "N", "C", "S", "S", "C", "C", "C", "C", "C", "C", "C", "C", "C", "C", "C", "C", "C", "O", "H", "H", "H", "H", "H", "H", "H", "H", "H", "H", "H", "H", "H", "H", "O", "N", "C", "C", "N", "C", "N"],
  "coordinates": [[-1.073, 1.769, 1.782], [-0.043, -0.243, -1.988], [-0.798, 0.598, -1.014], [-0.303, 0.737, 0.203], [0.880, 0.067, 0.437], [1.083, -0.324, 1.649], [-0.081, -0.125, 2.964], [2.511, -1.132, 2.161], [3.397, -1.458, 0.588], [2.905, -2.710, -0.085], [2.902, -3.926, 0.597], [2.435, -5.075, -0.018], [1.968, -5.025, -1.326], [1.981, -3.822, -2.014], [2.447, -2.670, -1.396], [-2.065, 1.205, -1.386], [-2.467, 1.323, -2.726], [-3.679, 1.887, -3.060], [-4.556, 2.328, -2.073], [-4.205, 2.220, -0.741], [-2.973, 1.682, -0.411], [-2.539, 1.654, 0.863], [0.888, 0.259, -2.259], [0.233, -1.184, -1.514], [-0.617, -0.453, -2.883], [3.274, -0.578, -0.038], [4.438, -1.543, 0.897], [3.265, -3.969, 1.617], [2.427, -6.011, 0.524], [1.610, -5.924, -1.809], [1.624, -3.782, -3.035], [2.477, -1.736, -1.946], [-1.806, 1.006, -3.519], [-3.941, 1.990, -4.104], [-5.505, 2.768, -2.345], [-4.855, 2.564, 0.052], [0.376, 2.669, 2.357], [0.829, 3.622, 3.143], [-0.056, 4.091, 4.003], [-1.319, 3.467, 3.928], [-1.965, 2.611, 3.481], [0.316, 5.149, 4.875], [0.580, 6.025, 5.566]]
}